DFT (ωB97M-V/def2-TZVPD) results for a 11-piece molecular cluster, C25H62N4O17 overall in a non-equilibrium geometry.

The calculation puts the frontier orbital gap at 9.776 eV. The total energy comes out at -2487.76188 a.u. The molar mass comes out at 690.8 g mol⁻¹. As for the spin multiplicity: 1. The HOMO energy comes out at -9.328 eV. As for the structure (SMILES): COC(=O)OC.COC(=O)OC.COC(=O)OC.CN(C)C=O.CN(C)C=O.CN(C)C=O.CN(C)C=O.CO.CO.CO.CO.

CARTESIAN COORDINATES (ANGSTROEM)
C -1.3980 1.6159 4.3548
O -0.7378 2.7311 3.7905
C 0.5578 2.7030 4.0385
O 1.0776 1.8985 4.7467
O 1.3095 3.5578 3.3018
C 2.6755 3.6394 3.6482
H -2.4802 1.6953 4.0169
H -1.0730 1.6199 5.4399
H -1.1105 0.6576 3.9414
H 2.6946 3.8754 4.6805
H 3.0319 4.4699 3.0845
H 3.2357 2.8062 3.4182
C 0.8607 3.9690 -2.8987
O 2.1883 3.5555 -2.5437
C 2.7312 3.9822 -1.3732
O 2.1823 4.5479 -0.4781
O 4.0314 3.6162 -1.3313
C 4.7826 4.0988 -0.2173
H 0.1567 3.1122 -2.8012
H 0.9183 4.4822 -3.8631
H 0.5188 4.7279 -2.1715
H 5.8168 3.9886 -0.3414
H 4.4397 3.5074 0.6137
H 4.5258 5.1831 -0.0573
C -3.7614 -7.7978 2.8626
O -4.2119 -6.6705 2.0460
C -3.3369 -5.6948 1.8178
O -3.4015 -5.0700 0.8323
O -2.4907 -5.4290 2.8403
C -1.5918 -4.3324 2.7980
H -4.6109 -8.0533 3.5184
H -2.9210 -7.5007 3.4469
H -3.5137 -8.5805 2.1686
H -1.1182 -4.3466 1.8104
H -0.8858 -4.5018 3.5788
H -2.1814 -3.4045 2.8592
C 3.2910 -2.5289 -2.0900
N 3.4304 -2.6719 -0.6592
C 2.8347 -3.9257 -0.1021
C 4.0773 -1.6972 -0.0154
O 4.1580 -1.5480 1.2073
H 3.7976 -3.3968 -2.6413
H 3.7015 -1.6375 -2.4362
H 2.1905 -2.3513 -2.3105
H 1.8223 -4.0046 -0.4927
H 3.4301 -4.7834 -0.4362
H 2.8207 -3.8924 1.0208
H 4.5161 -1.0425 -0.7636
C -4.4562 2.5537 0.5924
N -3.9748 2.5884 -0.7921
C -4.4435 1.5499 -1.7196
C -2.9470 3.4234 -1.1997
O -2.4039 3.3243 -2.2960
H -4.4265 1.5566 1.0571
H -5.4643 2.9692 0.5828
H -3.8398 3.2840 1.1572
H -4.4436 1.9566 -2.7709
H -3.8084 0.7071 -1.5989
H -5.4611 1.1212 -1.4977
H -2.7967 4.2773 -0.4439
C -2.9355 -2.4689 -1.9961
N -1.8315 -1.9360 -2.7075
C -1.6649 -2.4108 -4.0886
C -0.8506 -1.1594 -2.2081
O 0.0590 -0.7344 -2.8613
H -2.7990 -3.4832 -1.6064
H -3.7992 -2.4431 -2.6542
H -3.1591 -1.9317 -1.0008
H -2.5916 -2.9927 -4.2926
H -1.4727 -1.5498 -4.7460
H -0.8261 -3.1277 -4.0917
H -1.0079 -1.0790 -1.1025
C 2.1157 1.1171 1.0114
N 0.6849 0.8432 1.0432
C -0.2227 1.9195 0.6663
C 0.2527 -0.3749 1.4244
O -0.8845 -0.8010 1.2973
H 2.2533 2.1633 1.3817
H 2.4607 1.0745 0.0364
H 2.6602 0.4881 1.7055
H -0.1862 2.1571 -0.4020
H -1.2527 1.6317 0.8696
H 0.1014 2.8055 1.1878
H 1.1357 -0.9583 1.7886
C 3.1113 0.6714 -3.7323
O 2.5532 0.5995 -2.4038
H 4.0638 1.1521 -3.6286
H 3.3152 -0.3643 -4.2298
H 2.5790 1.3310 -4.4715
H 1.6698 0.1717 -2.5055
C -1.9501 1.5202 -5.5702
O -2.6403 1.3293 -4.3425
H -0.8785 1.3985 -5.3801
H -2.2857 0.7494 -6.2492
H -2.1721 2.5147 -6.0691
H -2.3743 1.9308 -3.6546
C -3.8766 -1.4848 2.5091
O -3.5183 -0.1781 2.0931
H -3.8734 -2.2475 1.6994
H -3.3221 -1.7834 3.3969
H -4.9947 -1.3860 2.7465
H -2.7500 -0.2156 1.5017
C 5.4236 0.6411 3.0820
O 5.6167 0.6474 1.6818
H 4.9049 1.5703 3.5255
H 4.9173 -0.2883 3.5337
H 6.4194 0.7160 3.5545
H 5.3075 -0.2353 1.3287